[1]
# C26H25ClDyN2PSe

A molecular structure, C26H25ClDyN2PSe (ωB97M-V/def2-TZVPD, the OMol25 dataset).

```
57
Properties=species:S:1:pos:R:3:mulliken_spin:R:1
Dy -1.2763 -1.6063 -0.1651 5.021
Cl -2.1031 0.1035 1.4056 0.006
P 0.0651 0.5890 -1.0176 -0.029
C -1.2821 -0.1630 -2.0685 0.003
C -1.0965 -1.1061 -3.0797 -0.007
C -2.1855 -1.7648 -3.6312 0.007
C -3.4689 -1.5538 -3.1580 -0.005
C -3.6986 -0.6407 -2.1341 0.002
C -2.6477 0.1408 -1.6502 -0.010
C -0.2828 2.2767 -1.4014 -0.004
C 0.5546 3.2186 -0.7619 0.000
C 0.3912 4.5586 -1.1157 0.000
C -0.5506 4.9798 -2.0685 0.000
C -1.3597 4.0349 -2.6943 0.000
C -1.2013 2.6728 -2.4035 -0.003
C 1.5466 0.3060 -2.1424 0.001
C 2.6127 -0.3930 -1.5765 -0.003
C 3.7866 -0.6550 -2.2917 0.000
C 3.8668 -0.2709 -3.6473 0.000
C 2.7992 0.4037 -4.2424 0.000
C 1.6624 0.6774 -3.4854 0.000
H 1.3387 2.8588 -0.0642 0.000
H 1.0267 5.2711 -0.6127 0.000
H -0.7066 6.0305 -2.2860 0.000
H -2.1780 4.2827 -3.3809 0.000
H -1.8501 1.9372 -2.9141 0.001
H -0.1110 -1.3203 -3.4661 -0.001
H -2.0283 -2.5876 -4.3412 0.000
H -4.3035 -2.1423 -3.5667 0.000
H -4.6952 -0.5164 -1.7237 0.001
H -2.8676 1.0930 -1.1460 -0.001
H 2.5309 -0.7578 -0.5549 -0.001
H 4.6389 -1.1430 -1.7860 0.000
H 4.7803 -0.4903 -4.2184 0.000
H 2.8771 0.7196 -5.2975 0.000
H 0.8419 1.1677 -3.9755 0.000
H -0.8536 -3.3433 -1.6526 0.005
H -0.0736 -3.1532 -1.5791 -0.007
C 2.5763 -1.2231 3.4182 0.000
N 1.1996 -1.6807 3.5672 -0.001
C 0.3618 -2.2265 2.6207 0.008
Se 0.9299 -2.9879 0.9525 0.003
N -0.9167 -2.0771 3.1028 0.005
C -0.8699 -1.3578 4.3237 -0.002
C -1.8146 -1.2858 5.3289 0.001
C -1.4144 -0.7636 6.5907 0.000
C -0.0698 -0.3932 6.7910 0.000
C 0.8524 -0.4880 5.7547 0.000
C 0.4303 -0.9895 4.5347 0.001
H 3.0692 -1.3881 4.3782 0.000
H 2.5724 -0.1404 3.2594 0.000
H 3.0637 -1.7877 2.6100 0.000
H -1.7970 -2.0081 2.5058 0.009
H -2.7860 -1.7418 5.0808 0.000
H -2.1262 -0.7130 7.4293 0.000
H 0.3119 -0.1111 7.7801 0.000
H 1.9280 -0.3517 5.8666 0.000
```

Calculated values
Net charge   +2
Calculated total energy   -141574.371 eV
Multiplicity   6
Orbital gap (spin up / spin down)   7.1 / 6.8 eV


[2]
# C26H25ClF6N5O10S

2 unconnected molecules or ions with the total composition C26H25ClF6N5O10S (ωB97M-V/def2-TZVPD, the OMol25 dataset).

```
74
Properties=species:S:1:pos:R:3:lowdin_charge:R:1
O 3.9509 -5.5859 1.6466 -0.004
C 3.5881 -4.2939 1.4445 -0.269
C 2.0355 -4.0122 0.9854 -0.077
C 1.8777 -2.9568 -0.2706 -0.160
N 2.2244 -1.5234 0.0762 0.064
C 1.5979 -0.4971 -0.5881 -0.167
N 0.5667 -0.4913 -1.6948 0.151
C 0.2387 0.9609 -1.9629 -0.018
C -0.8339 1.5536 -3.0521 -0.102
C -1.9822 0.4932 -3.5468 -0.183
C -2.7418 -0.3223 -2.3444 -0.230
C -3.7552 0.5791 -1.4234 -0.227
S -2.9471 1.2286 0.1755 0.488
O -4.0778 1.5631 1.1881 -0.402
O -2.1847 2.5439 -0.1126 -0.419
Cl -1.6783 -0.1496 1.0952 0.351
N 1.1270 1.7866 -1.0368 0.019
C 1.2873 3.2819 -0.8690 -0.058
O 0.2583 4.1739 -0.8976 0.080
C 2.7906 3.9878 -0.6714 -0.101
F 2.8231 5.1008 -1.6928 0.035
F 3.8994 3.0742 -1.0380 0.027
C 2.9834 4.7089 0.7883 -0.091
F 4.2516 5.5273 0.7235 0.046
F 1.8975 5.7044 1.1175 0.050
C 3.0525 3.6807 2.0644 -0.109
F 1.8476 2.8406 2.2555 0.043
F 3.1543 4.5457 3.2986 0.043
C 4.3570 2.6841 2.0801 -0.153
O 4.2139 1.4263 2.5757 -0.014
O 5.7053 3.0740 1.6355 0.053
N 1.8902 0.9461 -0.2418 0.104
N 4.6545 -3.2513 1.6977 0.027
C 5.2415 -2.6930 0.4108 -0.150
C 5.7899 -1.1190 0.4686 -0.047
C 6.4215 -0.3422 -0.8301 -0.067
C 6.4824 -1.1839 -2.2595 -0.060
C 5.9428 -2.7615 -2.3186 -0.045
C 5.3188 -3.5344 -1.0132 -0.017
H 1.3258 -3.7134 1.8971 0.144
H 1.6142 -5.0523 0.5876 0.147
H 0.7251 -2.9548 -0.5714 0.141
H 2.4467 -3.3673 -1.2221 0.139
H 2.8941 -1.2494 0.8457 0.147
H -0.1987 1.8304 -4.0243 0.150
H -1.2425 2.5722 -2.6408 0.125
H -1.5639 -0.2545 -4.3781 0.138
H -2.8231 1.1224 -4.1121 0.139
H -2.0385 -0.9104 -1.6172 0.073
H -3.4193 -1.1473 -2.8780 0.139
H -4.3322 1.4264 -2.0142 0.154
H -4.6073 -0.1648 -1.0421 0.100
H 6.2731 2.2708 1.4263 0.140
H 2.5942 1.1239 0.5076 0.146
H 4.2351 -2.5035 2.2946 0.117
H 5.7151 -0.5006 1.4812 0.074
H 6.8043 0.7864 -0.7927 0.090
H 6.8826 -0.7375 -3.2775 0.089
H 6.0162 -3.3506 -3.3290 0.091
H 4.9327 -4.6339 -1.1225 0.101
C -7.2320 0.3195 1.7044 0.087
C -7.2822 -0.5826 0.7224 -0.197
C -8.1742 -1.7719 0.8093 -0.306
O -8.2129 -2.5738 -0.1173 0.104
C -8.9821 -1.9399 2.0273 0.079
C -8.9291 -1.0396 3.0108 -0.205
C -8.0580 0.1636 2.9116 -0.295
O -8.0445 0.9831 3.8239 0.121
O -9.6836 -1.1927 4.1594 0.087
O -6.5067 -0.4442 -0.4141 0.030
H -6.5898 1.1897 1.6534 0.123
H -9.6125 -2.8180 2.0852 0.140
H -9.4719 -0.4121 4.7165 0.119
H -6.7230 -1.2216 -0.9738 0.119
```

Calculated values
Net charge   +1
Calculated total energy   -94925.513 eV
Orbital gap   5.8 eV